# C30H48F7O33P3

10 unconnected molecules or ions with the total composition C30H48F7O33P3 (ωB97M-V/def2-TZVPD, the OMol25 dataset).

Each line ends with the Löwdin charge.
CARTESIAN COORDINATES (ANGSTROEM)
P 3.293 6.729 0.506  0.550
P -5.420 0.679 1.890  0.513
P -2.227 -6.943 -1.358  0.499
F 3.656 2.355 -1.298  0.054
F -2.514 3.091 2.107  0.075
F 4.898 -2.286 -3.979  0.047
F -1.828 -1.842 -2.929  0.072
F -0.800 -1.135 0.046  0.088
F 6.181 3.113 2.893  0.063
F -2.272 -4.911 3.719  0.079
O 2.434 2.748 -3.989  0.048
O 5.073 0.397 1.916  0.100
O -2.088 -6.173 -2.773  -0.208
O 2.962 8.082 1.304  -0.185
O -1.741 -5.638 -0.430  -0.243
O 0.846 1.221 -0.975  0.115
O 2.584 0.034 -1.793  0.097
O -4.511 0.130 0.670  -0.223
O 3.676 1.055 -4.931  0.214
O 2.672 6.577 -0.860  -0.260
O -3.269 -2.340 1.585  0.079
O 0.488 3.326 4.848  0.198
O -5.196 -0.406 3.093  -0.234
O -0.086 -0.742 -5.292  0.134
O 2.963 0.785 2.262  0.164
O -1.440 -8.180 -1.236  -0.229
O -3.807 -7.097 -1.050  -0.223
O 4.965 6.761 0.483  -0.221
O -1.724 3.654 4.918  0.045
O 1.620 -5.190 -3.062  0.149
O -7.034 0.494 1.410  -0.218
O -4.817 -3.428 0.314  0.120
O -5.002 1.980 2.344  -0.203
O -0.669 -2.121 -6.959  0.103
O 2.897 5.583 1.614  -0.193
O -3.534 -4.430 1.843  0.133
O -0.978 -2.626 -4.750  0.155
O 1.310 -0.750 -0.099  0.136
O 3.054 -3.467 -3.601  0.109
O 4.610 1.631 3.625  0.151
O 4.595 2.403 -3.374  0.138
O 3.758 -5.208 -2.663  0.141
O -0.769 2.244 3.337  0.134
C 0.016 1.173 0.120  -0.045
C 2.753 -4.758 -3.226  -0.565
C -0.670 -2.137 -3.547  -0.351
C -2.164 2.359 3.165  -0.359
C 4.272 -3.091 -3.036  -0.253
C -2.368 -4.133 2.588  -0.276
C -7.590 -0.541 0.692  -0.153
C 5.592 7.471 -0.469  -0.192
C 0.084 -0.803 -3.890  -0.004
C -2.917 -5.115 -3.100  -0.143
C -0.699 -4.752 -0.908  -0.103
C -4.373 -7.255 0.248  -0.081
C 3.592 1.938 -4.180  -0.509
C -0.556 3.132 4.356  -0.528
C -2.838 2.875 4.474  -0.032
C 2.852 3.697 -2.922  -0.051
C -0.501 -1.875 -5.735  -0.539
C 1.650 0.213 -0.981  -0.550
C -5.678 -0.320 4.417  -0.114
C -2.477 -2.628 2.716  -0.034
C 4.853 -4.512 -3.055  -0.070
C -4.056 0.985 -0.387  -0.075
C 1.810 8.735 0.822  -0.132
C -3.945 -3.362 1.199  -0.588
C 2.875 4.201 1.411  -0.102
C 6.361 0.826 2.440  -0.024
C 0.130 -0.312 0.548  -0.282
C 4.099 0.932 2.611  -0.592
C 4.085 3.112 -2.323  -0.368
C 5.979 1.872 3.454  -0.287
H -6.365 0.488 4.666  0.095
H 5.369 -4.755 -3.983  0.157
H -0.996 1.572 0.049  0.132
H -4.576 -6.267 0.663  0.073
H -0.570 -0.063 -3.429  0.140
H -4.914 1.402 -0.915  0.097
H 5.069 8.365 -0.808  0.086
H 4.093 -2.466 -2.161  0.172
H 3.075 4.641 -3.419  0.137
H -4.857 -0.457 5.122  0.086
H 0.274 -4.894 -0.440  0.092
H 3.375 3.553 2.130  0.078
H -0.101 -2.937 -3.074  0.149
H 6.867 1.195 1.548  0.147
H 2.052 9.764 0.558  0.089
H 1.307 8.328 -0.055  0.081
H 1.065 -0.879 -3.420  0.123
H 6.969 0.090 2.966  0.137
H 0.442 1.848 0.863  0.126
H -7.478 -1.433 1.307  0.082
H -7.130 -0.850 -0.247  0.092
H -3.338 1.740 -0.065  0.068
H 2.079 3.833 -2.165  0.130
H -1.481 -4.308 1.979  0.159
H -3.949 -5.454 -3.195  0.092
H -3.531 0.465 -1.188  0.088
H -1.547 -2.060 2.746  0.140
H -5.213 -7.950 0.251  0.091
H -8.673 -0.540 0.568  0.092
H -3.776 3.376 4.234  0.132
H 0.371 -0.450 1.602  0.163
H -2.858 -4.797 -4.141  0.092
H 5.549 -4.664 -2.230  0.145
H 6.552 7.801 -0.072  0.100
H 1.083 8.883 1.621  0.090
H 5.586 6.910 -1.404  0.087
H 6.586 1.717 4.347  0.171
H -1.038 -3.788 -0.527  0.070
H -3.015 2.199 5.311  0.137
H -2.855 -4.157 -2.584  0.083
H -0.503 -4.608 -1.971  0.051
H -6.332 -1.143 4.704  0.083
H 1.835 3.962 1.634  0.086
H 4.797 3.826 -1.910  0.173
H 3.013 3.793 0.409  0.074
H -3.656 -7.823 0.839  0.089
H -2.547 1.387 2.856  0.144
H -3.091 -2.483 3.605  0.141

total charge = 0
multiplicity = 1
calculated total energy = -146346.232 eV
energy above the lowest of the compared OMol25 structures with the same formula, charge and spin = 7.875 eV
structure (SMILES) = O=C1OC[C@@H](F)O1.O=C1OC[C@@H](F)O1.O=C1OC[C@@H](F)O1.O=C1OC[C@@H](F)O1.O=C1OC[C@@H](F)O1.O=C1OC[C@@H](F)O1.O=C1OC[C@@H](F)O1.COP(=O)(OC)OC.COP(=O)(OC)OC.COP(=O)(OC)OC

# C30H48IrP2Se

A molecular structure, C30H48IrP2Se (ωB97M-V/def2-TZVPD, the OMol25 dataset).

Each line ends with the Mulliken spin population.
CARTESIAN COORDINATES (ANGSTROEM)
Ir 0.367 -0.683 -0.807  1.075
Se -1.153 1.161 1.371  0.809
P 1.644 1.075 -0.311  0.081
P -1.185 0.158 -2.236  0.058
C 0.204 3.219 4.767  -0.035
C -2.176 2.036 3.957  0.037
C -2.050 2.557 5.247  -0.035
C 3.102 0.321 -1.170  0.022
C 0.612 2.357 -1.288  0.019
C 0.665 -0.899 3.334  0.241
C -0.849 3.130 5.677  0.093
C 1.522 -1.197 2.292  -0.071
C -1.080 2.054 3.057  0.014
C 0.481 -1.486 -4.864  -0.003
C -0.796 -1.960 -1.839  0.499
C 0.749 -1.832 1.135  0.461
C -0.732 1.956 -1.880  0.220
C 1.088 0.563 -3.584  0.115
C -1.710 0.602 -3.943  0.201
C -2.906 0.043 -1.475  0.048
C -0.662 -1.362 2.993  0.219
C 2.455 1.960 1.029  0.026
C 1.398 -3.113 0.645  0.054
C -1.821 -0.850 -3.859  0.446
C -1.836 -1.301 3.892  -0.006
C -0.609 -2.018 1.784  0.140
C -1.692 -2.876 1.301  0.042
C 1.029 -0.784 -3.664  0.043
C -1.038 -1.748 -4.779  0.057
C 0.605 1.454 -4.691  -0.013
C -0.855 1.193 -5.077  0.042
C 1.013 -0.348 4.667  0.024
C 2.984 -1.234 2.470  0.003
C 0.078 2.749 3.463  0.029
H -0.246 -2.395 -2.676  0.051
H 1.146 3.675 5.055  0.000
H 1.009 -2.442 -4.993  -0.001
H -1.554 2.309 -1.253  0.004
H 3.337 -0.270 2.876  0.007
H -1.202 -2.805 -4.522  0.009
H -2.656 -2.349 1.224  0.020
H 2.289 -2.891 0.034  -0.002
H -1.463 -1.631 -5.786  0.023
H 2.758 -0.494 -1.824  -0.017
H -1.313 2.131 -5.433  0.002
H -1.791 -3.709 2.019  0.020
H 3.475 -1.454 1.516  -0.004
H -3.682 0.213 -2.239  0.001
H -1.841 -2.262 -1.717  0.049
H 1.260 1.339 -5.568  0.003
H 0.709 2.507 -4.416  -0.002
H 3.700 1.034 -1.747  0.003
H 2.117 3.003 1.124  -0.001
H -1.913 -0.338 4.417  0.002
H -2.777 -1.436 3.337  0.001
H -2.801 -1.284 -3.599  -0.026
H 1.635 -1.425 -3.015  -0.036
H 0.702 -0.903 -5.768  -0.001
H -1.767 -2.100 4.656  0.009
H 3.320 -2.004 3.203  0.026
H 1.343 -1.136 5.371  0.010
H -0.325 -2.357 -0.889  -0.152
H 0.702 -3.737 0.066  -0.004
H 2.233 1.439 1.962  -0.009
H 1.276 2.754 -2.059  0.009
H -0.737 3.522 6.682  0.002
H -2.889 2.504 5.929  0.001
H 0.864 2.874 2.736  0.029
H -3.033 0.797 -0.679  -0.002
H 1.719 -3.719 1.510  0.000
H -1.446 -3.312 0.334  -0.001
H -2.646 1.210 -3.868  0.003
H 0.415 3.188 -0.605  -0.001
H 0.163 0.174 5.125  0.002
H -0.864 0.528 -5.955  0.009
H -3.112 1.615 3.628  -0.001
H 1.828 0.382 4.591  -0.004
H -3.111 -0.941 -1.029  -0.004
H 3.547 1.993 0.895  0.003
H -0.841 2.443 -2.856  -0.005
H 1.888 1.019 -3.006  0.018
H 3.725 -0.155 -0.404  0.002

total charge = +2
multiplicity = 6
calculated total energy = -118627.517 eV
energy above the lowest of the compared OMol25 structures with the same formula, charge and spin = 2.634 eV

# C30H48O24

8 unconnected molecules or ions with the total composition C30H48O24 (ωB97M-V/def2-TZVPD, the OMol25 dataset).

Each line ends with the Löwdin charge.
CARTESIAN COORDINATES (ANGSTROEM)
O -1.066 -1.725 1.866  0.138
O -2.718 2.649 0.304  0.112
O 1.241 -4.648 -1.196  0.077
O 4.835 -0.114 4.255  0.154
O 0.490 -4.911 0.902  0.137
O 1.060 5.035 2.671  0.074
O -7.015 0.275 -0.042  -0.035
O 0.564 0.919 -4.851  -0.010
O -3.147 -1.630 1.169  0.037
O -0.632 3.009 -0.541  0.086
O 3.968 -1.069 0.874  0.116
O -2.201 1.675 -1.642  0.063
O 1.674 3.904 0.733  0.043
O 3.632 1.667 4.884  0.108
O 3.787 0.129 -1.041  0.086
O -0.841 -4.438 -0.810  0.139
O 5.154 -1.539 -0.818  0.103
O 2.808 0.434 3.446  0.051
O -8.243 2.204 -0.580  -0.059
O 2.569 -0.143 -4.647  0.021
O -8.918 0.971 1.330  -0.070
O 0.861 -0.917 -3.153  -0.104
O -1.335 -1.013 -0.150  0.093
O 3.206 4.305 2.244  0.093
C -0.861 0.939 -4.520  -0.025
C 4.151 -2.892 2.208  -0.006
C 3.459 -1.045 -4.127  -0.059
C 1.341 -0.024 -4.192  -0.300
C 0.052 -1.101 -0.054  -0.319
C -3.529 1.425 -1.475  -0.360
C 3.873 0.598 4.205  -0.626
C 0.385 0.702 3.958  0.001
C -6.558 -0.706 0.922  0.019
C -1.887 -1.505 0.938  -0.571
C 5.520 -2.530 0.115  -0.047
C -3.736 1.734 0.000  -0.080
C 0.298 -4.674 -0.269  -0.627
C 1.766 1.375 3.562  -0.237
C 4.293 -0.743 -0.323  -0.629
C -3.948 0.047 -1.881  0.014
C 2.347 2.128 4.826  -0.108
C 0.769 -4.212 -2.429  -0.097
C 4.911 -1.907 1.403  -0.334
C -1.806 2.558 -0.645  -0.460
C 1.933 4.459 1.943  -0.522
C -0.731 -4.314 -2.209  -0.303
C -9.468 2.965 -0.477  -0.028
C 4.893 2.640 1.390  0.008
C -1.640 -3.267 -2.873  -0.012
C 2.816 3.552 0.066  -0.128
C 3.957 3.800 1.073  -0.240
C -8.063 1.081 0.222  -0.359
C 0.291 -1.589 1.399  -0.004
C 0.517 0.236 -0.294  -0.020
H -5.534 -0.960 0.642  0.080
H -7.169 -1.544 0.746  0.087
H 0.252 0.660 -1.270  0.093
H -4.696 2.077 0.227  0.120
H 1.904 1.966 5.803  0.125
H -4.113 2.185 -1.985  0.160
H 0.449 -1.730 -0.824  0.126
H -9.248 3.764 -1.209  0.105
H 3.983 -0.468 -3.324  0.101
H 0.795 -2.482 1.467  0.083
H 4.466 1.860 1.969  0.054
H 5.160 2.065 0.547  0.065
H 0.635 -0.247 4.388  0.079
H 1.192 -3.164 -2.563  0.128
H 4.527 4.589 0.624  0.137
H -0.101 1.278 4.812  0.103
H 1.548 0.071 -0.243  0.061
H 3.126 -3.203 1.872  0.109
H 0.893 -0.914 2.001  0.111
H 1.712 2.036 2.676  0.140
H 3.901 -2.355 3.178  0.108
H 3.088 2.591 -0.488  0.146
H -3.628 -0.661 -1.108  0.078
H -9.700 3.281 0.497  0.076
H 5.752 3.034 1.965  0.107
H 5.711 -1.338 1.970  0.178
H 2.916 4.359 -0.723  0.148
H -1.142 -5.240 -2.748  0.168
H 1.082 -4.856 -3.190  0.118
H -10.196 2.341 -0.948  0.088
H -1.310 1.939 -4.828  0.121
H -0.362 0.664 3.104  0.089
H -6.729 -0.310 1.863  0.077
H 4.195 -1.265 -4.869  0.094
H -3.513 0.922 0.672  0.125
H 6.658 -2.701 0.161  0.168
H -1.367 0.216 -5.149  0.087
H 4.985 -3.411 -0.165  0.125
H -1.367 -3.151 -3.926  0.095
H 0.169 0.892 0.510  0.106
H -2.748 -3.273 -2.734  0.102
H 2.057 3.222 4.797  0.153
H -4.959 -0.129 -1.958  0.056
H -1.087 0.754 -3.481  0.056
H 4.641 -3.758 2.370  0.048
H -3.578 -0.043 -2.881  0.084
H -1.364 -2.406 -2.276  0.052
H 3.037 -1.917 -3.636  0.088

total charge = 0
multiplicity = 1
calculated total energy = -81022.168 eV
energy above the lowest of the compared OMol25 structures with the same formula, charge and spin = 7.150 eV
structure (SMILES) = C[C@H]1COC(=O)O1.C[C@H]1COC(=O)O1.C[C@H]1COC(=O)O1.C[C@H]1COC(=O)O1.C[C@H]1COC(=O)O1.C[C@H]1COC(=O)O1.COC(=O)OC.COC(=O)OC